Formula: C17H20BClN6V
Source: OMol25
Level of theory: the ωB97M-V functional and the def2-TZVPD basis

Output
total charge = +2
strongest force on any atom = 11.18 eV/Å
calculated total energy = -65759.06079 eV
spin multiplicity = 4

Each line ends with the natural charge from an NBO analysis.
Cartesian coordinates (Å):
1 C -0.17283 2.78051 -1.20419  -0.021
2 N 0.16565 1.48032 -1.10523  -0.411
3 N -0.29496 0.82510 -2.25700  -0.317
4 C -0.71498 1.78392 -3.12641  0.077
5 C -0.68688 3.02078 -2.48535  -0.311
6 B -0.01735 -0.68076 -2.60206  0.583
7 N 1.39248 -0.85416 -1.91955  -0.298
8 N 1.88766 -0.49037 -0.63114  -0.414
9 C 3.12882 -1.05825 -0.53895  0.007
10 C 3.54401 -1.45925 -1.81036  -0.301
11 C 2.44604 -1.29406 -2.64008  0.116
12 V 1.37858 0.89255 0.66031  1.343
13 N -1.19466 -1.92840 -2.56781  -0.371
14 N -1.78442 -2.38921 -1.39821  -0.347
15 C -2.60476 -3.40225 -1.65917  -0.038
16 C -2.63892 -3.63602 -3.06428  -0.338
17 C -1.73869 -2.69203 -3.59875  -0.027
18 H -3.13470 -3.92313 -0.84485  0.221
19 H -1.48734 -2.54419 -4.64152  0.224
20 H -3.24833 -4.38588 -3.54677  0.248
21 H 0.13924 -0.71671 -3.82427  -0.024
22 H 2.31415 -1.52744 -3.68541  0.272
23 H -0.99520 1.54002 -4.14555  0.265
24 H 4.50329 -1.87939 -2.08225  0.276
25 H -0.99946 3.97412 -2.87856  0.267
26 H 3.59176 -1.23380 0.42620  0.227
27 H -0.05737 3.44125 -0.35573  0.215
28 H 1.70404 -0.58443 1.84084  0.293
29 C 2.21718 0.26540 2.34465  -0.780
30 H 3.29430 0.04175 2.29428  0.305
31 H 2.03687 1.34272 1.90961  0.126
32 H 1.80509 0.26090 3.37523  0.310
33 Cl -1.25868 -1.73858 3.66528  0.176
34 C -1.09838 -0.04155 3.70607  0.013
35 C -1.08043 0.64297 4.91201  -0.232
36 C -0.95600 2.04074 4.91791  -0.043
37 C -1.03661 2.75813 3.72115  -0.189
38 C -1.13934 2.08241 2.51476  -0.184
39 C -0.95979 0.68885 2.49481  -0.008
40 C -0.53893 0.07593 1.25510  -0.562
41 H -1.14741 0.08026 5.83651  0.275
42 H -0.83356 2.56631 5.86596  0.265
43 H -1.00791 3.84735 3.72615  0.264
44 H -1.29010 2.60359 1.56214  0.249
45 H -1.10015 0.42039 0.38265  0.313
46 H -0.33105 -0.99641 1.20185  0.283

Cartesian forces (eV/Å) of the 6 atoms listed first:
C -0.1 -0.8 -1.3
N -0.4 -0.6 0.4
N 0.5 1.5 0.5
C 0.0 -0.2 1.2
C 0.0 0.1 0.3
B -1.4 -1.2 -1.7

---

Formula: C17H20BN4O5
Source: OMol25
Level of theory: the ωB97M-V functional and the def2-TZVPD basis

Output
total charge = -1
strongest force on any atom = 1.11 eV/Å
calculated total energy = -34833.55985 eV

Each line ends with the natural charge from an NBO analysis.
Cartesian coordinates (Å):
1 O 6.35179 1.99777 0.85614  -0.757
2 C 6.11522 1.10694 0.02023  0.733
3 O 6.72794 0.09062 -0.32685  -0.753
4 C 4.80671 1.28760 -0.71448  -0.094
5 C 4.67284 0.81155 -2.00656  -0.159
6 C 3.51241 0.95326 -2.70056  -0.224
7 C 2.42314 1.57409 -2.11294  0.092
8 N 1.23243 1.69032 -2.78166  -0.429
9 C 0.27017 2.25706 -2.15700  0.438
10 O -0.96983 2.37429 -2.74238  -0.712
11 B -1.78246 1.28254 -2.43964  1.285
12 O -2.92868 1.45362 -1.73239  -0.951
13 O -1.37389 0.04458 -2.81537  -0.904
14 C 0.39285 2.75879 -0.86987  -0.048
15 N 1.48908 2.67060 -0.19978  -0.366
16 C 2.55105 2.05731 -0.80573  0.138
17 C 3.75172 1.91381 -0.13492  -0.195
18 H 5.49148 0.30683 -2.45817  0.231
19 H 3.40686 0.57742 -3.69553  0.205
20 H -2.73228 1.10255 -0.83077  0.519
21 H -0.60303 0.09908 -3.38947  0.505
22 H -0.46118 3.22461 -0.42286  0.189
23 H 3.83683 2.31163 0.84713  0.235
24 C 0.16812 -0.62681 3.65006  -0.614
25 C 0.07236 0.87430 3.38274  -0.381
26 C -1.34758 1.31383 2.98677  -0.519
27 C -1.76559 0.72563 1.71982  0.389
28 N -2.08829 0.29884 0.70523  -0.431
29 H -0.07470 -1.19932 2.75847  0.229
30 H 1.17782 -0.89757 3.95515  0.220
31 H -0.51952 -0.93387 4.44019  0.199
32 H 0.76920 1.16035 2.59357  0.230
33 H 0.36093 1.42949 4.27658  0.206
34 H -1.39477 2.39857 2.87992  0.254
35 H -2.06702 1.03449 3.75798  0.244
36 C -4.60602 -3.83590 -0.32427  -0.612
37 C -3.57897 -2.86673 -0.90213  -0.379
38 C -2.14762 -3.18894 -0.46875  -0.519
39 C -1.96428 -3.04231 0.96881  0.319
40 N -1.79344 -2.87916 2.09073  -0.371
41 H -4.62561 -3.78862 0.76572  0.211
42 H -5.60599 -3.59497 -0.68518  0.211
43 H -4.38412 -4.86534 -0.61381  0.197
44 H -3.82047 -1.84585 -0.60970  0.224
45 H -3.61500 -2.89574 -1.99058  0.210
46 H -1.45422 -2.51445 -0.96764  0.273
47 H -1.87635 -4.20679 -0.75626  0.236

Cartesian forces (eV/Å) of the 6 atoms listed first:
O 0.5 -0.1 0.3
C -0.4 0.4 0.2
O 0.9 -0.6 0.1
C 0.1 0.3 0.3
C -0.4 -0.3 -0.7
C 0.2 -0.2 -0.4

---

Formula: C17H20BrFN6O2
Source: OMol25
Level of theory: the ωB97M-V functional and the def2-TZVPD basis

Output
strongest force on any atom = 0.20 eV/Å
calculated total energy = -103747.89394 eV
relative energy (zero: lowest compared OMol25 entry of this formula, charge and spin) = 7.8 kcal/mol

Each line ends with the natural charge from an NBO analysis.
Cartesian coordinates (Å):
1 O -1.48131 0.30593 -1.72075  -0.596
2 C -0.66697 1.20357 -1.65911  0.662
3 N -0.23799 1.76073 -0.50268  -0.609
4 C -0.48844 1.10477 0.77385  -0.218
5 C 0.14294 -0.28681 0.80645  -0.463
6 C 1.64156 -0.27182 0.60854  0.202
7 F 2.24284 0.18486 1.78908  -0.374
8 C 2.24215 -1.63549 0.28809  -0.241
9 N 1.99919 -2.00198 -1.09126  -0.173
10 C 0.91724 -2.58778 -1.64816  -0.098
11 C 1.19049 -2.61965 -2.98894  0.162
12 C 0.36666 -3.17468 -4.09139  -0.120
13 C 0.61959 -4.63262 -4.35480  -0.207
14 C 0.35226 -5.27330 -5.68427  -0.422
15 C 1.76783 -5.04642 -5.22697  -0.414
16 C -1.03229 -2.63256 -4.23689  -0.408
17 C 0.03651 -2.24046 -5.21870  -0.400
18 N 2.41633 -2.05967 -3.17429  -0.261
19 N 2.89441 -1.68330 -2.03213  -0.068
20 C 0.09317 1.66124 -2.88452  0.124
21 N 0.97994 0.75132 -3.29768  -0.456
22 C 1.69795 1.06775 -4.35958  0.276
23 N 1.60160 2.19541 -5.06216  -0.504
24 C 0.71294 3.08266 -4.65434  0.514
25 O 0.58935 4.21765 -5.34237  -0.636
26 C -0.08919 2.86368 -3.52826  -0.221
27 Br -1.34516 4.13807 -2.95741  0.112
28 H 0.47550 2.46792 -0.55579  0.405
29 H -0.07781 1.73929 1.55798  0.214
30 H -1.56357 1.02455 0.93129  0.221
31 H -0.07429 -0.77305 1.76097  0.225
32 H -0.31737 -0.88194 0.01762  0.241
33 H 1.93467 0.41923 -0.18618  0.176
34 H 3.32027 -1.58890 0.42587  0.244
35 H 1.83391 -2.40626 0.94279  0.211
36 H 0.06790 -2.91707 -1.07588  0.229
37 H 0.43142 -5.26193 -3.49098  0.213
38 H -0.02735 -6.28565 -5.67960  0.215
39 H -0.02286 -4.66473 -6.49503  0.210
40 H 2.32213 -4.24700 -5.70044  0.221
41 H 2.36076 -5.90262 -4.93771  0.213
42 H -1.78805 -3.32955 -4.57434  0.215
43 H -1.36590 -1.88238 -3.53118  0.236
44 H 0.43385 -1.23935 -5.14204  0.221
45 H -0.01464 -2.63385 -6.22371  0.212
46 H 2.42684 0.33530 -4.68827  0.211
47 H 1.22254 4.17181 -6.07393  0.504

Cartesian forces (eV/Å) of the 6 atoms listed first:
O -0.1 0.1 0.0
C 0.2 -0.1 0.1
N 0.0 0.0 0.0
C 0.0 0.0 0.0
C 0.0 0.0 0.0
C 0.0 0.0 0.0